# 1
{
  "formula": "C15H22N2O2S",
  "method": "wB97M-V/def2-TZVPD",
  "symbols": ["C", "H", "O", "C", "C", "C", "C", "C", "C", "O", "C", "H", "H", "H", "H", "N", "C", "N", "C", "H", "C", "C", "C", "C", "C", "H", "H", "H", "H", "H", "H", "H", "H", "H", "H", "H", "S", "H", "H", "H", "H", "H"],
  "coordinates": [[-5.5568, -0.3813, 0.0695], [-5.4504, -0.3756, 1.0734], [-4.6827, 0.7630, -0.5808], [-3.4800, 0.8192, -0.2320], [-2.9688, 1.8832, -0.7882], [-1.7359, 2.3180, -0.3465], [-0.9507, 1.4012, 0.4671], [-1.4126, 0.3453, 0.6357], [-2.7614, -0.0116, 0.4128], [-3.1971, -1.2771, 0.9200], [-2.4862, -1.9058, 1.6944], [-2.1944, -1.5507, 2.5088], [-1.5370, -2.6257, 0.9876], [-3.0406, -2.8726, 1.9411], [-0.7635, -0.3437, 1.2039], [0.3938, 1.8615, 0.6855], [1.5231, 0.9443, 1.0776], [1.6176, -0.1831, 0.5826], [1.3282, -0.3260, -0.9147], [0.1285, -0.1751, -0.8482], [1.9639, 0.3747, -1.9747], [3.3445, 0.0256, -1.8765], [4.2318, -0.0232, -0.6585], [3.7620, -1.2768, 0.3295], [2.6335, -0.8540, 0.8349], [2.2156, -1.9394, 1.3347], [3.0066, -0.7382, 1.9909], [3.6356, -2.0162, -0.5228], [4.5809, -1.6573, 0.9043], [5.3328, -0.2738, -0.8822], [4.1236, 0.9009, -0.2046], [3.9357, 0.6038, -2.8296], [3.5204, -1.0143, -2.4864], [1.9588, 1.3024, -1.6108], [1.4765, 0.2264, -2.8464], [1.4178, -1.2988, -0.9750], [2.5163, 1.7813, 1.9967], [0.5855, 2.8873, 1.0758], [-1.3108, 3.3939, -0.7290], [-3.7638, 2.8556, -1.0791], [-6.5409, -0.2837, -0.2160], [-5.3995, -1.2837, -0.1245]],
  "forces_ev_per_angstrom": [[0.59, 7.90, -1.00], [0.25, 0.95, 3.34], [-9.06, -4.48, 0.22], [-1.94, -1.10, -0.91], [2.52, 10.11, -0.62], [0.83, 2.32, -1.53], [6.69, 17.67, -5.10], [-5.18, -16.02, 5.17], [4.09, -4.90, 3.54], [-5.33, 6.74, -6.27], [3.29, -12.56, -3.63], [3.23, 3.55, 6.85], [-1.58, 2.29, 2.17], [0.37, 1.10, 0.18], [-0.69, -0.21, -0.34], [1.33, -0.44, 0.95], [-4.51, 9.93, 1.39], [-4.79, 1.09, -8.39], [-8.44, 1.40, 3.57], [2.74, -0.33, -1.04], [1.50, -0.08, 3.37], [6.56, -2.94, -7.67], [1.34, -3.02, 0.03], [7.16, 0.01, -10.11], [1.04, -9.84, 15.84], [0.04, 1.31, -1.28], [-1.28, 1.23, -2.22], [0.15, 0.13, 0.90], [-0.01, 0.20, 0.88], [-1.76, 0.87, -0.19], [0.35, 1.81, 1.55], [-1.23, -0.68, 2.77], [-0.66, 1.59, 1.74], [-0.74, 4.74, 0.32], [-1.23, -0.33, -2.86], [0.43, -5.24, -0.83], [2.62, 1.01, 2.39], [-0.77, -3.40, -1.04], [-1.00, -2.91, 1.24], [2.40, -3.47, 0.15], [-2.11, 1.42, -0.70], [2.81, -7.42, -2.84]],
  "e_tot_ev": -33805.5967,
  "orbital_gap_ev": 8.32,
  "multiplicity": 1
}

# 2
{
  "formula": "C3H7NOS",
  "method": "wB97M-V/def2-TZVPD",
  "symbols": ["C", "N", "S", "C", "O", "C", "H", "H", "H", "H", "H", "H", "H"],
  "coordinates": [[3.4352, -0.1737, -0.0065], [2.2829, 0.4041, -0.0833], [0.9874, -0.7872, -0.0138], [-0.4173, 0.3047, 0.0744], [-1.4224, -0.6108, 0.0609], [-2.7410, -0.1162, -0.0661], [3.6372, -1.2937, 0.1115], [4.3350, 0.4520, 0.0189], [-0.3760, 0.8155, 1.0559], [-0.4824, 0.8991, -0.8212], [-2.7637, 0.8337, -0.5612], [-3.2943, -0.8883, -0.6483], [-3.1808, 0.1608, 0.8790]],
  "forces_ev_per_angstrom": [[-0.40, -0.06, 0.28], [0.76, -2.08, 0.30], [1.43, 0.37, -0.27], [0.56, 0.32, 0.87], [-1.71, -1.41, 0.11], [0.10, -0.55, -0.49], [-0.58, 1.40, -0.21], [-0.37, -0.04, -0.19], [-0.03, 0.50, -0.71], [0.24, 0.93, -0.07], [0.19, 0.52, -1.04], [0.09, 0.75, 0.71], [-0.30, -0.65, 0.72]],
  "e_tot_ev": -17595.0342,
  "orbital_gap_ev": 9.61,
  "multiplicity": 1
}

# 3
{
  "formula": "C35H34IrN10O2S",
  "method": "wB97M-V/def2-TZVPD",
  "symbols": ["Ir", "C", "C", "C", "C", "C", "C", "C", "N", "C", "N", "C", "C", "C", "C", "C", "C", "C", "N", "C", "C", "C", "C", "C", "C", "C", "H", "H", "H", "H", "H", "H", "H", "H", "H", "H", "H", "H", "H", "H", "H", "H", "H", "H", "H", "H", "H", "H", "N", "C", "C", "C", "C", "C", "C", "S", "O", "O", "N", "C", "N", "C", "C", "C", "N", "H", "H", "H", "H", "H", "H", "H", "H", "H", "N", "C", "N", "C", "N", "C", "H", "H", "H"],
  "coordinates": [[-0.1027, -0.3566, 0.1496], [1.1273, -5.4498, -0.8685], [1.5920, -5.4611, -2.2980], [2.4604, -6.4502, -2.7507], [2.8727, -6.5122, -4.0730], [2.4177, -5.5674, -4.9802], [1.5762, -4.5557, -4.5478], [1.1634, -4.4939, -3.2198], [0.2809, -3.4658, -2.8197], [0.5657, -2.5253, -1.8403], [1.8563, -2.4715, -1.4725], [2.4759, -1.8694, -0.3440], [1.7943, -0.9596, 0.4771], [2.5586, -0.4868, 1.5589], [3.8692, -0.8637, 1.7918], [4.5031, -1.7488, 0.9330], [3.8106, -2.2653, -0.1489], [4.5009, -3.2250, -1.0875], [-0.3634, -1.7654, -1.3522], [-1.6612, -1.8747, -1.9460], [-1.9155, -1.1635, -3.1136], [-3.1678, -1.2078, -3.7085], [-4.1710, -1.9660, -3.1286], [-3.9120, -2.6710, -1.9630], [-2.6630, -2.6456, -1.3520], [-2.4101, -3.4280, -0.0949], [1.1326, -6.4606, -0.4615], [0.1184, -5.0456, -0.7880], [1.7680, -4.8286, -0.2377], [2.8021, -7.2002, -2.0466], [3.5419, -7.2999, -4.3942], [2.7277, -5.6068, -6.0163], [1.2340, -3.7907, -5.2342], [-0.5207, -3.2667, -3.3959], [2.4610, -3.0544, -2.0250], [2.1122, 0.2096, 2.2528], [4.3982, -0.4615, 2.6481], [5.5334, -2.0440, 1.0985], [5.5284, -3.3856, -0.7640], [4.5416, -2.8450, -2.1148], [4.0157, -4.2064, -1.1231], [-1.1258, -0.5445, -3.5227], [-3.3628, -0.6302, -4.6031], [-5.1607, -1.9899, -3.5660], [-4.7056, -3.2462, -1.4994], [-3.3426, -3.5701, 0.4532], [-1.6999, -2.9273, 0.5600], [-2.0107, -4.4209, -0.3229], [-6.3675, 1.5437, 3.8984], [-5.0488, 1.1107, 3.7467], [-4.7576, 0.1055, 2.8252], [-3.4545, -0.2860, 2.6118], [-2.4231, 0.3083, 3.3296], [-2.7037, 1.2514, 4.3080], [-4.0135, 1.6496, 4.5135], [-0.7670, -0.1440, 2.9608], [-0.8505, -1.3783, 2.1685], [-0.0244, -0.1802, 4.1880], [-0.1545, 0.8740, 1.8578], [0.3173, 2.1005, 2.2147], [-0.1154, 2.6503, 3.3643], [0.3742, 3.8362, 3.6808], [1.2735, 4.5221, 2.8824], [1.6316, 3.8779, 1.7073], [1.1777, 2.6860, 1.3653], [-6.8509, 1.5720, 3.0089], [-6.4295, 2.4445, 4.3491], [-5.5598, -0.3281, 2.2419], [-3.2191, -1.0357, 1.8708], [-1.8903, 1.6907, 4.8663], [-4.2363, 2.4159, 5.2477], [0.0207, 4.2623, 4.6161], [1.6618, 5.4933, 3.1513], [2.3230, 4.3394, 1.0073], [-6.2136, 1.9401, 0.5893], [-5.3185, 1.4649, 0.0174], [-4.4167, 0.8909, -0.7424], [-3.1919, 0.6722, -0.3913], [-2.0894, 0.3533, -0.2081], [0.5690, 0.8828, -1.3304], [-0.1664, 0.9017, -2.1421], [1.5344, 0.5669, -1.7418], [0.6874, 1.8902, -0.9369]],
  "forces_ev_per_angstrom": [[-0.11, 0.13, -0.30], [0.01, -0.01, -0.01], [-0.01, 0.01, -0.01], [-0.01, 0.01, -0.01], [0.01, -0.01, 0.00], [0.00, 0.00, -0.01], [0.01, 0.00, 0.00], [0.01, -0.02, 0.01], [0.00, 0.05, 0.00], [-0.08, 0.04, -0.03], [0.05, -0.02, 0.00], [0.00, 0.03, 0.00], [0.09, -0.15, 0.11], [0.01, 0.03, 0.04], [-0.01, 0.01, 0.02], [-0.03, 0.01, -0.02], [0.03, 0.00, 0.03], [-0.02, 0.00, 0.00], [0.05, 0.03, 0.15], [-0.04, -0.06, 0.00], [-0.02, 0.01, 0.00], [0.04, 0.01, 0.00], [-0.01, -0.02, 0.02], [-0.04, 0.01, -0.02], [0.08, 0.00, -0.02], [-0.02, 0.00, 0.04], [0.01, 0.00, 0.00], [0.01, -0.01, 0.00], [0.00, 0.01, 0.00], [0.00, 0.00, 0.00], [0.00, 0.00, 0.00], [0.00, 0.00, 0.00], [0.00, 0.00, 0.00], [-0.01, 0.00, -0.01], [0.00, 0.00, -0.01], [-0.02, -0.02, -0.01], [0.01, 0.00, -0.01], [0.00, 0.00, 0.00], [0.00, 0.00, 0.00], [0.00, 0.00, 0.00], [-0.01, 0.00, 0.00], [-0.01, -0.02, -0.01], [0.01, 0.00, 0.00], [0.00, 0.00, 0.00], [0.00, 0.00, 0.01], [0.02, -0.01, 0.00], [0.02, 0.05, 0.03], [-0.01, 0.01, -0.03], [0.07, 0.01, 0.01], [-0.07, 0.10, 0.06], [-0.03, -0.07, -0.03], [0.04, 0.01, -0.04], [-0.02, -0.11, 0.02], [-0.05, 0.03, 0.00], [0.04, -0.03, -0.03], [-0.07, -0.01, 0.09], [0.00, 0.01, 0.05], [0.01, -0.01, -0.01], [0.26, -0.13, 0.06], [-0.11, 0.07, -0.08], [0.05, 0.00, 0.04], [-0.01, -0.01, 0.00], [0.01, 0.01, -0.01], [0.00, 0.00, 0.02], [-0.01, -0.02, -0.07], [-0.01, -0.01, -0.11], [-0.01, 0.00, 0.00], [0.01, 0.01, 0.02], [0.00, -0.03, 0.00], [-0.02, -0.02, 0.01], [0.00, -0.01, 0.01], [0.00, 0.00, 0.00], [0.00, 0.00, 0.00], [0.00, 0.00, 0.00], [0.04, -0.01, 0.06], [0.01, 0.01, -0.04], [-0.10, 0.13, -0.04], [0.06, -0.25, 0.03], [-0.10, 0.15, 0.08], [-0.03, -0.04, -0.05], [0.05, 0.08, -0.01], [-0.02, -0.03, 0.00], [0.00, 0.04, -0.01]],
  "e_tot_ev": -69521.2129,
  "total_charge": -1,
  "orbital_gap_ev": 6.87,
  "multiplicity": 1
}